66
Properties=species:S:1:pos:R:3:forces:R:3 method="wB97M-V/def2-TZVPD" multiplicity=1 charge=+1 total_energy_ha=-11100.18833
C 3.9579 -0.9910 2.0833 0.3 -0.4 0.0
Cl 2.1260 -0.4846 -7.1097 -0.1 -0.1 0.1
Cl 2.8999 1.8581 -3.4773 0.0 0.0 0.0
H 3.7283 0.2369 -8.6613 0.0 0.0 0.0
Cl 0.2985 0.6722 -2.8388 0.1 -0.2 0.1
C 3.3927 -0.7349 -8.3202 0.0 0.0 -0.1
O 3.6963 0.3341 2.5570 0.0 0.1 0.1
H -2.0367 0.2611 0.9685 0.0 0.1 0.0
F -0.1402 1.5513 1.6154 0.1 -0.2 0.0
H -2.6250 -1.5530 6.3607 -0.2 0.3 0.1
Cl 2.0309 2.6838 -8.5900 0.0 0.1 -0.1
H -2.6712 4.8265 -4.5069 0.0 0.0 0.1
Cl 1.7542 -4.3980 5.9887 0.0 0.0 0.0
H 1.7482 0.9487 4.2647 0.0 0.0 0.0
C -5.3116 1.9782 -0.1173 0.0 0.0 0.0
C 1.4648 0.4304 3.3477 0.4 0.2 0.3
Cl -6.3346 0.5847 0.2526 0.0 0.0 0.0
Br -0.1131 -1.9861 1.9072 -0.1 0.1 -0.1
H 1.5238 -0.6414 3.5231 -0.2 -0.1 -0.2
C -3.1036 3.8342 -4.4777 0.0 0.0 -0.1
H 2.7301 2.6485 -6.3539 0.0 0.0 0.0
Cl -3.8442 1.5125 -0.9900 0.1 -0.1 0.1
C 1.3694 2.0645 -2.6278 0.0 0.2 -0.1
H 2.9729 -1.3091 -9.1365 0.0 0.0 0.0
Cl -4.0776 -0.0938 5.2279 0.0 0.0 0.0
Cl -1.5129 0.4916 6.5144 0.1 0.1 0.0
C -0.2978 -3.3308 -2.0536 0.0 0.1 0.0
H -1.4374 -0.9114 3.7457 0.0 0.0 0.0
H -5.8708 2.6677 -0.7388 0.0 0.0 -0.1
Cl -1.8765 2.7036 -3.8809 -0.2 0.1 -0.1
C 2.4532 0.8451 2.2238 -0.1 0.0 -0.2
H 2.1018 0.4954 1.2498 0.0 -0.1 0.0
C -3.2587 -1.3933 1.5169 -0.2 0.1 0.0
Cl 1.5303 4.6655 -6.4820 0.0 0.0 0.0
H 5.6893 -1.3977 3.2927 0.1 -0.1 -0.1
H 4.5811 -0.9228 1.1902 -0.1 0.1 -0.1
H -4.0155 -1.0257 0.8277 -0.1 0.0 0.0
C -2.9568 -0.5316 6.5290 -0.1 -0.2 -0.2
S -0.2173 0.9159 3.0580 -0.4 0.3 0.2
C 4.6790 -1.7807 3.1602 -0.1 0.6 0.1
H -3.7697 -1.8106 2.3833 0.1 -0.1 0.1
H 0.8666 2.9375 -3.0290 0.0 0.0 0.0
H -2.9952 0.5064 2.4442 0.1 0.2 0.1
H 4.1729 -1.6293 4.1155 -0.1 -0.2 0.0
H -3.4042 3.5149 -5.4678 0.0 0.0 0.0
H 0.9792 2.3800 -6.5174 0.0 0.0 0.0
C 1.8265 2.9622 -6.8600 0.0 -0.1 0.1
Cl 0.8942 -4.4272 -1.3479 0.0 0.0 0.0
H 0.4394 -3.3977 4.3259 -0.1 -0.1 0.1
H 4.7107 -2.8390 2.9187 0.1 -0.1 0.0
C -2.3804 -0.2040 1.8918 -0.1 -0.3 -0.3
H -0.3739 -3.5282 -3.1156 0.0 -0.1 0.0
Cl -1.8991 -3.5390 -1.3276 0.0 0.0 0.0
H -5.0264 2.4514 0.8145 0.0 0.0 0.0
H 2.5149 1.9318 2.1801 0.1 0.0 0.1
H 1.1242 -2.2095 5.4668 0.0 0.0 0.1
H 1.5746 2.1921 -1.5738 0.0 -0.1 0.1
C -1.1674 -0.5856 2.7371 0.1 -0.2 -0.3
Cl -0.8680 -3.1151 6.2798 0.1 -0.3 -0.1
H -2.7085 -2.1665 0.9899 0.1 -0.1 0.1
C 0.6507 -3.1817 5.3673 0.2 0.1 0.0
H 0.0288 -2.3134 -1.8728 0.0 0.0 0.0
Cl -4.5496 3.8666 -3.4604 0.0 0.1 -0.1
H 3.0282 -1.4939 1.8022 -0.1 0.1 0.0
Cl 4.7753 -1.6137 -7.6617 0.0 0.0 0.0
H -3.4708 -0.4132 7.4746 0.1 0.1 0.0



49
Properties=species:S:1:pos:R:3:forces:R:3 method="wB97M-V/def2-TZVPD" multiplicity=1 total_energy_ha=-1996.30351
C -0.3155 3.3033 -0.4896 -1.1 0.3 0.2
H -2.5457 -0.5725 0.5543 -1.4 -1.0 -0.8
H -2.9368 -1.3693 -1.0433 -0.8 -0.2 1.8
H -4.3414 -1.0877 0.2293 1.6 -0.3 -0.3
H 0.0917 -0.4108 -4.0034 0.6 0.9 1.6
H -3.9133 -3.3184 0.8842 1.8 0.6 -0.1
H -2.6674 -0.0334 4.9734 0.9 -2.1 -1.1
C -3.2449 -1.3585 0.0708 1.6 0.0 0.5
C 1.1631 0.7157 -0.5784 -0.6 -2.1 0.1
C 0.0138 -2.0512 0.0647 1.4 1.9 -0.5
H 2.5120 4.0973 -3.1439 0.4 -0.9 -1.1
C -2.8936 -2.7800 0.7862 -2.3 0.5 -0.4
H 2.8374 0.8918 -3.1781 -1.2 -0.5 -0.9
O 0.7186 -2.8023 3.2356 -0.8 3.6 -2.0
O 1.0532 3.1441 -0.0501 0.1 -0.6 -1.3
H -0.9883 3.0474 0.4110 0.9 0.3 -1.5
H -0.4881 -5.0688 1.5984 0.5 0.2 -1.0
H -0.6030 2.6401 -1.3830 0.5 0.7 1.4
H -2.4254 -1.9328 5.5608 0.6 2.2 1.0
B -0.6545 -3.5166 0.3445 -0.7 -0.9 0.1
H 0.8715 2.6814 -4.6082 1.3 -0.9 -0.1
H 2.8901 2.1481 -0.6564 -1.8 0.5 -0.1
H 0.0255 -0.8953 6.1416 -0.5 -1.3 -2.0
C 1.8883 2.1757 -4.7410 -0.7 -0.3 0.0
Cl -0.6639 -2.6569 -2.6938 1.1 1.6 1.6
H -2.5113 -2.6371 1.8619 -0.3 -0.1 -1.6
H 1.5819 2.5175 -1.9690 0.4 -1.0 1.5
C 0.5291 -1.6509 2.7839 0.2 -1.4 1.6
O -2.0627 -3.6445 -0.0320 2.1 0.5 2.0
O 2.6217 1.8681 2.0994 -3.3 -2.6 0.1
C -1.9862 -0.9288 5.2187 2.0 0.7 -0.3
H -0.1258 1.2767 -3.3286 1.1 -1.4 0.1
C 0.5536 -1.2176 1.2575 0.4 2.0 -3.9
H 2.0116 2.0143 -5.8781 0.1 0.4 1.9
H 0.6679 1.6882 4.2299 0.6 -1.2 -1.2
C -0.5561 -0.7608 5.1583 -1.1 -0.5 -0.2
C 0.6236 -0.1142 -1.7732 -0.7 -2.6 2.6
S 3.1730 3.4127 -4.1734 -0.7 0.2 0.2
C 1.9953 0.7556 -3.9323 -0.3 0.8 -1.1
C 1.6570 1.0745 2.1437 1.0 0.8 0.1
C 0.8420 0.8201 3.5149 -1.1 -2.6 0.0
O 0.0786 -4.5815 0.9568 -1.9 1.9 -0.5
C 0.5728 0.3530 -3.2950 0.0 0.7 0.4
H 2.2814 -0.0182 -4.7415 -0.3 1.0 1.6
C 0.2799 -0.4562 3.8463 0.6 3.8 -1.0
C 0.0416 -1.5327 -1.4222 1.3 2.3 3.2
H -0.5582 4.3863 -0.8167 0.7 -1.6 0.6
C 1.7681 2.1833 -0.8874 -0.9 -0.7 0.3
C 1.1377 0.2019 0.8925 -1.2 -1.7 -1.4



65
Properties=species:S:1:pos:R:3:forces:R:3 method="wB97M-V/def2-TZVPD" s_squared=0.76 multiplicity=2 charge=+1 total_energy_ha=-3260.34955
C 0.7375 0.7083 -3.4041 0.0 0.0 0.0
H -3.4474 1.5509 5.2502 0.0 0.0 0.0
H -7.1084 -0.6419 2.5365 0.0 0.0 0.0
H 5.2031 -3.0749 -0.7132 0.0 0.0 0.0
C 1.3933 4.7413 -0.1991 0.0 0.0 0.0
H 1.4196 -1.7457 -2.1980 0.0 0.0 0.0
C 1.8379 -3.3618 1.6308 0.0 0.0 0.0
H 4.1860 4.1839 -2.0268 0.0 0.0 0.0
H -5.7848 -1.3024 0.5773 0.0 0.0 0.0
C -2.0259 1.1499 3.7713 0.0 0.1 0.0
C -3.9451 -0.5197 1.3109 0.0 0.0 0.0
C 0.0669 0.4968 -2.1988 0.0 0.0 0.0
H -2.9724 -0.3454 -3.4320 0.0 0.0 0.0
H 2.9119 6.0273 -0.9927 0.0 0.0 0.0
C -0.2899 -3.7215 -0.1188 0.0 0.0 0.0
H -1.7704 0.0110 -5.5609 0.0 0.0 0.0
H -1.8195 -0.0056 -1.2925 0.0 0.0 0.0
F -1.0655 -1.5663 0.4469 -0.1 0.0 0.0
C 2.3636 -0.4559 -0.7532 0.1 0.1 -0.1
C -5.2942 -0.7902 1.3935 0.0 0.0 0.0
H -3.3678 -0.8082 0.4432 0.0 0.0 0.0
C 3.4788 -0.2700 0.0656 0.0 0.0 0.0
S -0.4670 3.1191 0.9077 0.2 -0.2 0.1
H 5.3621 -1.0553 0.7072 0.0 0.0 0.0
H 3.2298 -3.4125 -2.1626 0.0 0.0 0.0
C 2.8204 2.6638 -1.3833 0.0 0.0 0.0
C 1.6493 2.3762 -0.6971 -0.1 0.1 0.1
C -1.2728 0.1227 -2.2165 0.0 0.0 0.0
H -1.1558 1.6029 4.2172 0.0 0.0 0.0
C 4.4983 -1.2070 0.0740 0.0 0.0 0.0
C -1.2557 0.1470 -4.6191 0.0 0.0 0.0
F 0.5619 -5.8386 -0.6641 0.0 0.0 0.0
C 2.2751 -1.5945 -1.5513 0.1 0.0 0.0
O -1.0449 4.3497 1.3112 0.0 0.0 0.0
N -3.2364 1.1492 4.3524 0.0 0.0 0.0
C -0.1398 -2.5684 0.6142 0.1 0.1 0.1
P 0.9706 0.6914 -0.6398 0.0 -0.2 0.1
H 3.5519 0.6066 0.6983 0.0 0.0 0.0
H -6.0709 0.5408 4.4434 0.0 0.0 0.0
C 3.2725 3.9750 -1.4864 0.0 0.0 0.0
H 0.6040 0.7030 -5.5388 0.0 0.0 0.0
C -6.0522 -0.4116 2.5144 0.0 0.0 0.0
C 2.5598 5.0085 -0.9061 0.0 0.0 0.0
C 0.9522 3.4353 -0.0954 0.0 0.0 -0.1
C 0.0785 0.5349 -4.6085 0.0 0.0 0.0
C 3.2984 -2.5340 -1.5339 0.0 0.0 0.0
C -5.4846 0.2476 3.5834 0.0 0.0 0.0
F 2.8637 -3.2136 2.4603 0.0 0.0 0.0
C -1.9301 -0.0562 -3.4254 0.0 0.0 0.0
H 3.3892 1.8622 -1.8374 0.0 0.0 0.0
H 1.7795 1.0046 -3.4057 0.0 0.0 0.0
O -1.3327 2.1582 0.1607 0.0 -0.1 0.2
H 0.8293 5.5334 0.2735 0.0 0.0 0.0
C 0.9048 -2.3432 1.4908 -0.1 0.0 0.0
C -3.3614 0.1436 2.3884 0.1 0.0 0.0
F 2.6368 -5.4901 1.0347 0.0 0.0 0.0
O 0.0856 2.2666 2.0398 0.0 0.2 -0.1
C -4.1227 0.5162 3.4941 0.0 0.0 0.0
N -2.0448 0.5580 2.5997 0.0 -0.1 0.0
Ru -0.4253 0.4442 1.2538 0.1 0.0 -0.3
F -1.3052 -3.8752 -0.9594 0.0 0.0 0.0
C 4.4075 -2.3415 -0.7243 0.0 0.0 0.0
C 1.7240 -4.5385 0.9085 0.0 0.0 0.0
S 1.0271 -0.8209 2.3574 -0.2 0.2 0.0
C 0.6626 -4.7194 0.0338 0.0 0.0 0.0



7
Properties=species:S:1:pos:R:3:forces:R:3 method="wB97M-V/def2-TZVPD" multiplicity=1 total_energy_ha=-353.39394
N 0.0670 0.6887 0.3022 0.2 0.1 -0.1
C 0.6957 -0.5251 -0.0690 0.0 0.7 0.2
O 1.8825 -0.7065 0.0048 -0.8 -0.4 -0.2
H 0.5190 1.5587 0.5357 0.1 -0.1 0.0
N -1.6188 -0.3963 -0.3667 1.5 -0.6 0.0
N -1.2293 0.6806 0.0637 -0.2 -0.6 -0.2
O -0.3163 -1.3000 -0.4706 -0.7 0.9 0.2